22
Properties=species:S:1:pos:R:3:forces:R:3 method="wB97M-V/def2-TZVPD" lumo_energy_ev="-0.14 / -0.20" charge=0 multiplicity=2 homo_lumo_gap_ev="3.37 / 6.82" e_above_lowest_kcal_mol=75.9 largest_force_ev_per_a=1.751 total_energy_ha=-329.670709
C 0.05544 1.72352 -0.92365 0.3 -0.9 0.5
C 0.13982 1.61331 0.58155 -0.7 0.8 0.6
C -0.99793 0.68334 0.94282 -1.1 0.2 0.1
C -1.40142 -1.31293 -0.63284 -0.2 -0.2 -0.6
C -0.63244 -0.62857 0.31829 -0.3 -1.6 0.6
C 0.45661 -1.33033 0.96279 0.1 1.2 0.3
C 0.63783 -2.60112 1.37243 -0.1 -1.5 -0.9
N 1.14014 0.92737 -1.57761 0.2 -0.7 -0.9
H 0.06076 2.73454 -1.25282 0.2 0.7 -0.6
H -0.83626 1.17574 -1.22460 -0.2 0.4 -0.3
H 1.05055 1.19270 0.97269 0.6 -0.2 -0.2
H 0.08110 2.60259 1.02841 -0.2 0.3 0.1
H -1.93320 1.10502 0.54913 0.2 -0.1 -0.7
H -1.33374 0.64670 1.98880 1.0 -0.2 0.3
H -1.17602 -2.35127 -0.82213 0.3 -0.1 -0.1
H -2.34256 -1.05344 -1.10819 0.0 0.6 0.5
H 1.30953 -0.68222 1.20873 0.0 0.0 0.2
H -0.03481 -3.45455 1.26726 -0.5 0.6 -0.2
H 1.60864 -3.00209 1.58547 0.7 0.4 0.5
H 1.96691 0.78141 -1.00731 0.1 0.3 0.2
H 1.41916 1.25653 -2.50345 0.0 0.2 0.2
H 0.76189 -0.02627 -1.72576 -0.4 -0.2 0.3